Record 1
C20H45BCuN2O2Si4Te as an isolated structure, computed with ωB97M-V/def2-TZVPD.

Geometry as XYZ:
```
76
Properties=species:S:1:pos:R:3:forces:R:3
Cu -3.63808 0.06729 0.26006 0.004 -0.164 -0.240
C -3.03120 -1.99999 -4.43790 0.002 -0.017 -0.121
C -4.05215 -2.11271 -3.31820 0.024 0.130 0.180
C -5.45667 -2.03435 -3.90224 -0.106 0.033 -0.042
O -3.88943 -0.97059 -2.45630 0.062 -0.299 -0.068
B -3.87098 -1.37046 -1.11139 0.063 0.394 0.144
O -3.96102 -2.75441 -1.04291 -0.072 -0.110 -0.097
C -3.83542 -3.32987 -2.35579 -0.022 0.094 0.076
C -2.44064 -3.93386 -2.44050 0.104 -0.027 0.004
C -4.87807 -4.42797 -2.48492 -0.012 -0.117 -0.056
H -3.23013 -1.09053 -5.00745 -0.007 -0.012 0.006
H -3.09441 -2.85224 -5.12086 0.001 0.012 0.017
H -2.01763 -1.93502 -4.04818 -0.012 0.004 0.010
H -5.55575 -1.08795 -4.43630 0.005 -0.012 -0.001
H -6.21220 -2.05283 -3.11672 0.026 -0.003 0.017
H -5.65518 -2.85013 -4.60148 0.005 0.016 0.007
H -1.67703 -3.17987 -2.24879 -0.015 0.003 0.006
H -2.24995 -4.39146 -3.41420 -0.021 -0.008 0.019
H -2.35040 -4.70114 -1.67094 0.023 0.010 0.005
H -5.87027 -4.05847 -2.23319 -0.003 0.000 -0.012
H -4.63273 -5.23658 -1.79486 -0.014 0.016 0.011
H -4.90235 -4.84069 -3.49766 0.028 0.009 0.028
N -2.83047 1.36332 3.13773 -0.023 -0.045 0.052
C -3.37007 2.29026 2.29645 0.062 -0.031 0.094
C -3.58861 3.61551 2.72152 0.044 -0.112 -0.009
C -4.16524 4.50553 1.85646 -0.048 0.131 -0.033
C -4.53039 4.09232 0.57317 0.028 -0.034 0.040
C -4.29093 2.78209 0.23838 0.054 -0.037 -0.004
N -3.72732 1.88938 1.07146 -0.107 0.096 0.063
H -2.28581 1.73871 3.89789 -0.005 0.024 -0.018
H -2.33585 0.59990 2.68267 0.014 0.045 -0.042
H -3.28852 3.90741 3.71902 0.001 0.005 -0.006
H -4.32960 5.52905 2.17130 -0.004 -0.003 -0.016
H -4.97994 4.76503 -0.14174 -0.001 0.013 0.009
H -4.54568 2.39456 -0.74082 -0.008 0.012 0.011
C 5.04492 -0.63818 -0.90334 0.105 -0.034 0.023
Si 3.18082 -0.35931 -0.98778 -0.080 0.082 0.200
C 2.36963 -1.98083 -1.44846 -0.050 -0.134 -0.063
C 2.84808 0.87046 -2.36616 -0.032 0.076 -0.121
Si 2.29818 0.43850 1.02245 0.178 -0.015 0.027
Te -0.13364 0.21435 1.03694 -0.125 -0.030 -0.082
Si 2.97944 2.65761 1.24080 -0.113 -0.200 0.015
C 1.94898 3.76298 0.13689 -0.065 0.132 -0.087
C 2.74414 3.23086 3.01655 0.002 0.046 0.124
C 4.78918 2.93176 0.79451 0.127 0.035 -0.016
Si 3.29959 -0.76314 2.75541 -0.052 0.133 -0.226
C 2.35982 -0.49195 4.34842 -0.069 0.020 0.188
C 5.09276 -0.25528 3.05344 0.090 0.031 0.007
C 3.27837 -2.59684 2.35941 0.013 -0.151 -0.023
H 5.43789 -0.91454 -1.88718 0.014 -0.002 0.028
H 5.28427 -1.44549 -0.20513 0.005 0.014 -0.025
H 5.57118 0.25788 -0.56512 -0.001 -0.002 -0.021
H 2.71932 -2.32492 -2.42744 -0.036 -0.028 0.020
H 1.28469 -1.85364 -1.47931 0.023 -0.001 -0.010
H 2.58578 -2.75641 -0.70943 0.006 0.007 -0.023
H 3.17498 0.46684 -3.32995 -0.025 0.041 -0.004
H 3.36952 1.81632 -2.19656 0.009 -0.024 -0.011
H 1.77741 1.08435 -2.42248 0.025 -0.008 -0.012
H 0.88565 3.57011 0.29833 0.021 0.010 0.017
H 2.15962 3.57048 -0.91812 -0.006 0.019 0.018
H 2.15953 4.81717 0.34670 -0.039 -0.007 -0.046
H 1.72537 3.01689 3.35043 0.013 0.020 -0.022
H 2.92272 4.30747 3.10536 -0.012 -0.024 0.035
H 3.43137 2.71319 3.69188 -0.010 0.025 -0.007
H 4.97130 2.71291 -0.26081 -0.005 0.016 0.004
H 5.45415 2.29602 1.38444 -0.011 0.024 0.001
H 5.06257 3.97642 0.97610 0.047 -0.022 -0.021
H 2.39465 0.55945 4.64589 0.005 -0.026 0.014
H 2.78577 -1.09741 5.15504 -0.048 0.024 0.026
H 1.30964 -0.76036 4.21301 0.022 -0.010 0.002
H 5.15134 0.78731 3.37815 0.006 -0.023 0.012
H 5.69103 -0.35091 2.14360 -0.004 -0.017 0.017
H 5.54868 -0.87800 3.82999 0.012 0.021 -0.014
H 2.26541 -2.91175 2.09621 0.013 -0.002 0.025
H 3.61759 -3.18839 3.21568 -0.011 -0.023 -0.033
H 3.92844 -2.82125 1.50890 -0.008 -0.009 0.029
```
Positions in Å, forces in eV/Å.

- HOMO: -0.1291 Ha
- Energy relative to the best compared isomer or geometry (same formula, charge and spin): 0.9 kcal/mol
- Total energy: -112673.335 eV
- Frontier orbital gap: 0.2245 hartree
- Total charge: -1

=====

Record 2
A 6-piece molecular cluster, C20H45BN6O8 overall in a non-equilibrium geometry, computed with ωB97M-V/def2-TZVPD.

Geometry as XYZ:
```
80
Properties=species:S:1:pos:R:3:forces:R:3
C 7.57947 1.26656 -3.91855 0.898 -0.086 0.039
O 7.19228 2.00039 -5.08285 0.309 0.491 0.115
B 6.54396 3.17090 -4.78216 -0.314 -0.299 -0.421
O 7.14751 4.39735 -5.03663 0.104 -0.444 0.662
C 5.09758 3.04233 -4.13146 0.029 0.227 -0.791
C 4.08567 4.19633 -4.17170 -0.373 -0.827 0.606
N 2.85504 3.54379 -3.57896 0.864 0.221 1.721
C 3.04993 2.12226 -3.58301 1.938 1.635 -2.739
O 2.49913 1.32886 -2.91437 -1.199 -1.079 1.525
C 4.17349 1.92244 -4.62120 -0.833 -0.409 -0.036
H 7.46848 0.21501 -4.09802 -0.188 -0.184 -0.140
H 8.63588 1.43603 -3.66814 -0.086 0.319 -0.249
H 6.99790 1.51826 -3.03390 -0.179 -0.051 -0.082
H 7.16318 4.86227 -4.18637 -0.196 0.444 -0.500
H 5.25131 2.77276 -3.07323 0.165 0.352 0.033
H 4.42942 5.03105 -3.56081 -0.386 0.161 -0.028
H 3.76560 4.54990 -5.15015 0.656 -0.029 -0.228
H 2.94930 3.78435 -2.58986 -1.052 0.127 -0.051
H 4.57574 0.92249 -4.75114 0.034 -0.028 0.551
H 3.67111 2.19055 -5.56235 0.428 0.123 -0.152
C 5.84114 -4.21837 -3.24952 0.335 0.181 -0.252
N 6.12564 -2.80104 -3.37517 -0.124 0.085 0.119
C 5.48141 -1.76204 -2.78691 -0.204 0.202 0.257
C 4.31890 -2.07794 -1.88170 0.232 0.015 -0.098
O 5.84463 -0.60855 -2.99764 -0.292 -0.468 0.092
H 6.72192 -4.72668 -2.85288 -0.099 -0.139 0.046
H 5.61680 -4.62742 -4.23585 -0.090 -0.145 0.083
H 4.99873 -4.39726 -2.59036 -0.022 0.081 -0.016
H 6.89126 -2.51925 -3.96735 -0.018 -0.052 -0.008
H 3.91382 -1.14759 -1.49367 0.059 0.066 -0.074
H 3.52899 -2.59360 -2.43047 0.095 -0.019 0.176
H 4.64780 -2.69290 -1.04201 -0.069 -0.095 -0.031
C -1.74021 -1.77632 -1.85446 0.058 -0.532 0.347
N -0.53429 -2.57741 -1.96951 0.254 0.222 -0.223
C 0.63019 -2.25308 -2.58714 -0.053 -0.107 -0.022
C 0.71688 -0.89810 -3.24410 -0.100 -0.327 -0.060
O 1.56548 -3.04463 -2.59680 -0.267 -0.090 -0.073
H -1.95742 -1.62347 -0.79582 -0.220 0.188 -0.078
H -2.56829 -2.32238 -2.30955 -0.127 0.205 0.003
H -1.63484 -0.81303 -2.34243 0.093 -0.052 -0.043
H -0.52643 -3.49341 -1.54860 -0.039 0.029 0.017
H 1.69771 -0.78249 -3.68747 0.033 -0.041 0.073
H -0.03511 -0.81044 -4.03112 -0.061 0.083 0.085
H 0.57751 -0.10960 -2.50725 -0.042 0.074 -0.096
C -0.71669 2.30648 0.81470 -0.129 -0.136 -0.446
N -1.78064 1.35359 0.55365 0.001 -0.037 0.260
C -2.52688 0.65486 1.44729 -0.121 -0.100 -0.090
C -2.24808 0.86710 2.91521 -0.037 -0.011 -0.035
O -3.39220 -0.11609 1.05426 -0.009 -0.052 0.050
H -0.98479 3.27032 0.37906 0.120 0.082 0.118
H 0.20238 1.95549 0.34200 0.094 0.112 0.107
H -0.54600 2.43120 1.87863 -0.059 -0.042 0.005
H -2.02410 1.16106 -0.40552 0.024 0.045 0.006
H -2.92178 0.24268 3.49498 -0.037 -0.011 -0.086
H -1.22131 0.58505 3.15242 0.016 0.129 0.049
H -2.41763 1.90845 3.19151 0.119 -0.013 0.088
C -5.83152 -0.06530 7.40639 -0.279 0.583 -0.121
N -5.16404 1.14716 6.95255 0.323 -0.161 0.091
C -3.83431 1.37377 6.81177 -0.082 0.266 -0.077
C -2.89415 0.24603 7.16419 0.074 0.022 -0.030
O -3.42571 2.45543 6.41098 0.072 -0.093 -0.030
H -6.49441 -0.41453 6.61998 0.003 -0.269 0.134
H -6.42403 0.16656 8.29409 0.036 -0.166 0.059
H -5.12158 -0.84913 7.64485 0.027 0.026 -0.055
H -5.73346 1.93974 6.70032 -0.006 -0.027 0.006
H -1.87241 0.57671 7.00011 -0.054 0.094 -0.023
H -3.00660 -0.03024 8.21318 -0.030 -0.136 -0.049
H -3.08624 -0.62211 6.53186 -0.033 -0.078 0.131
C -8.95837 -1.78148 2.44263 -0.272 -0.111 0.374
N -8.50375 -2.03858 3.79667 0.224 0.045 -0.051
C -7.23175 -2.02919 4.27255 0.043 -0.083 0.150
C -6.11961 -1.71326 3.30613 0.019 0.031 0.054
O -7.00846 -2.26552 5.45219 -0.079 -0.044 -0.082
H -9.64576 -0.93387 2.44998 0.030 0.020 -0.185
H -9.49063 -2.65855 2.07053 0.026 0.063 -0.174
H -8.12867 -1.56081 1.77962 0.035 -0.007 0.057
H -9.19360 -2.25546 4.49926 -0.003 -0.003 -0.033
H -5.17637 -1.74276 3.84346 -0.043 -0.021 0.040
H -6.08256 -2.44808 2.50152 -0.009 0.125 -0.099
H -6.24856 -0.71357 2.88967 0.043 -0.071 -0.165
```
Positions in Å, forces in eV/Å.

- HOMO: -0.3377 Ha
- Total energy: -47470.221 eV
- Frontier orbital gap: 0.3547 hartree
- Structure (SMILES): COB(O)[C@H]1CNC(=O)C1.CNC(C)=O.CNC(C)=O.CNC(C)=O.CNC(C)=O.CNC(C)=O

=====

Record 3
C20H45Br2F5N2O6Si3 as an isolated structure in a non-equilibrium geometry, computed with ωB97M-V/def2-TZVPD.

Geometry as XYZ:
```
83
Properties=species:S:1:pos:R:3:forces:R:3
C 4.04064 3.14592 4.23325 1.248 -0.272 1.103
C 4.95528 2.37078 3.20314 -1.503 0.307 -2.015
Br 6.65762 1.62184 3.84904 -1.525 0.785 -0.230
C 4.55598 2.23673 1.86551 1.878 -0.837 2.350
Br 5.79934 1.20219 0.68201 -1.142 0.947 0.624
Si 2.97872 2.93808 1.05821 -0.507 -0.833 -0.637
O 1.50574 2.12385 1.47626 2.052 -2.047 0.434
Si 1.73645 0.51454 2.01367 0.139 0.676 -1.358
O 2.85120 -0.40532 1.09460 -1.273 0.755 2.107
C -0.01883 -0.33402 1.86495 -1.336 0.176 0.092
F 0.04571 -1.63048 1.33242 -0.214 1.979 0.711
F -0.63488 -0.41804 3.15155 0.965 -0.049 -1.989
C -1.03974 0.55628 0.98772 -1.891 -0.129 -0.815
F -1.43633 1.71849 1.64233 1.126 -2.218 -1.218
F -2.22539 -0.16500 0.72653 2.254 1.277 0.562
F -0.52017 0.88783 -0.26143 -0.746 -0.509 2.498
Si 2.62551 5.13293 1.41270 -1.067 2.221 0.860
C 4.22203 6.01403 2.00130 1.025 -0.004 0.010
C 1.21549 5.21739 2.74870 -0.009 -0.718 0.261
C 1.86965 6.02414 -0.13830 0.384 -0.578 0.204
H 4.22482 4.27524 4.20114 -0.346 -1.602 -0.236
H 2.94012 2.89675 4.16971 1.287 0.291 -0.316
H 4.37583 2.82982 5.28277 -0.538 0.398 -1.453
H 3.14519 2.77992 -0.40481 0.139 -0.300 0.087
H 2.03004 0.56050 3.44834 0.197 -0.218 0.054
H 3.27520 -1.01069 1.74662 -0.046 0.396 -0.897
H 5.09709 5.29520 1.87621 -0.923 0.908 0.182
H 4.46805 6.92993 1.37463 -0.385 -1.042 0.839
H 4.19159 6.29973 3.09823 -0.047 -0.207 -1.309
H 1.10821 6.24600 3.20969 -0.082 -1.162 -0.644
H 1.40789 4.46516 3.59199 -0.306 1.107 -1.090
H 0.27033 4.86305 2.21308 1.047 0.693 0.879
H 1.71068 7.10637 0.16823 0.077 -1.285 -0.598
H 0.88064 5.49220 -0.34529 1.282 0.938 -0.026
H 2.59708 5.93500 -1.01474 -1.229 0.277 1.008
C -2.55538 -3.39704 2.00279 -0.056 -0.128 0.221
O -3.56112 -3.42202 3.00372 0.068 0.231 -0.265
C -4.55031 -2.40444 2.84910 -0.340 -0.211 0.195
C -5.88447 -3.00213 2.40379 0.478 -0.054 -0.224
N -5.81927 -3.49320 1.02770 -0.178 -0.050 0.209
C -6.95756 -4.32963 0.63959 0.272 -0.049 -0.045
C -7.19123 -5.63430 1.41630 -0.229 -0.026 -0.366
O -6.19528 -6.62718 1.20808 -0.116 0.215 0.287
C -5.02745 -6.47095 1.99832 0.047 -0.264 -0.303
H -1.74479 -4.05409 2.32261 -0.103 0.015 0.056
H -2.93995 -3.77028 1.04898 0.090 0.109 -0.138
H -2.15191 -2.39225 1.87255 -0.100 -0.084 -0.062
H -4.21864 -1.61258 2.16804 0.021 -0.174 -0.072
H -4.68793 -1.95358 3.83426 -0.025 0.037 0.026
H -6.66284 -2.23688 2.47662 -0.016 -0.013 -0.025
H -6.12935 -3.80836 3.10442 -0.045 0.103 0.188
H -4.97403 -4.03734 0.90983 -0.027 0.085 0.028
H -6.80674 -4.58993 -0.41255 -0.092 -0.054 0.059
H -7.86834 -3.72199 0.68435 0.018 -0.040 0.091
H -8.12154 -6.06873 1.03652 0.075 -0.009 -0.020
H -7.35755 -5.46638 2.48591 0.189 0.049 0.047
H -5.24279 -6.04660 2.98151 0.004 0.108 -0.049
H -4.29356 -5.85975 1.46827 0.095 0.114 0.224
H -4.57950 -7.45697 2.13938 -0.126 0.004 -0.025
C 3.64389 -1.59749 -6.22430 -0.196 0.144 -0.181
O 2.22942 -1.51175 -6.28034 0.296 -0.240 0.214
C 1.56912 -2.18737 -5.20944 -0.418 0.271 0.033
C 0.94699 -1.18949 -4.23357 0.511 -0.019 -0.152
N 1.97094 -0.47058 -3.47641 -0.238 0.036 -0.082
C 1.46231 0.69120 -2.74262 0.238 -0.028 -0.151
C 0.82584 1.83141 -3.55142 0.102 0.130 0.411
O 1.74006 2.55457 -4.36629 -0.283 -0.209 -0.064
C 2.02764 1.94907 -5.61632 0.253 0.304 0.105
H 4.04016 -1.24878 -7.17935 -0.111 0.000 0.038
H 4.04706 -0.95740 -5.43438 0.151 -0.115 0.074
H 3.97311 -2.62864 -6.07092 0.035 0.014 0.071
H 2.23701 -2.88749 -4.69489 0.075 0.179 -0.014
H 0.76522 -2.77246 -5.66108 -0.033 -0.031 0.006
H 0.29528 -1.72638 -3.53809 0.003 0.023 0.022
H 0.32879 -0.50204 -4.82178 -0.171 -0.129 -0.073
H 2.69029 -0.15104 -4.11269 -0.048 -0.069 0.025
H 2.31223 1.10626 -2.19134 -0.088 0.056 0.007
H 0.74463 0.34357 -1.99459 0.010 -0.010 -0.177
H 0.44031 2.55775 -2.82845 0.061 -0.006 -0.028
H -0.04210 1.50412 -4.13409 0.097 -0.097 -0.138
H 1.17073 1.40891 -6.02509 0.029 -0.093 0.066
H 2.89109 1.28643 -5.52347 -0.089 -0.176 -0.177
H 2.30470 2.73785 -6.31911 -0.073 0.033 0.096
```
Positions in Å, forces in eV/Å.

- HOMO: -0.3135 Ha
- Total energy: -214039.951 eV
- Frontier orbital gap: 0.3039 hartree

=====

frontier orbital gap of number 3 (C20H45Br2F5N2O6Si3)? 0.3039 hartree

=====

What is the total energy in the second record? -47470.221 eV

=====

The lowest total energy belongs to which entry? C20H45Br2F5N2O6Si3

=====

What is the HOMO in the first record? -0.1291 Ha